14
Properties=species:S:1:pos:R:3:forces:R:3 method="wB97M-V/def2-TZVPD" smiles=F[C@]12CCO[C@@H]1C2 molar_mass_g_mol=102.108 relative_energy_ev=3.299 e_tot_ha=-369.67775 orbital_gap_ev=9.969 homo_energy_ha=-0.330 total_charge=0
C -0.577153 0.518685 0.361236 0.3 0.1 0.0
C 0.801140 0.788521 0.918102 0.0 -0.1 -0.2
C 1.614151 -0.138323 -0.083148 0.6 0.1 -0.5
C -0.415434 -0.978409 0.183790 -0.2 -0.1 -0.5
C -1.784117 -0.365271 0.259545 -0.9 -0.2 0.4
H 1.092207 1.829437 0.837383 0.1 0.2 0.0
H 0.925746 0.442588 1.929717 -0.1 0.0 0.4
H 2.091050 0.442529 -0.902442 -0.4 -0.4 0.5
H 2.390886 -0.735052 0.429973 -0.3 0.3 -0.1
H -0.224769 -1.497887 1.106190 0.1 -0.1 0.4
H -2.419084 -0.091301 -0.586960 0.3 -0.1 0.3
H -2.333724 -0.708188 1.155563 0.4 0.2 -0.7
O 0.658346 -1.076149 -0.696107 0.1 0.1 0.0
F -0.513400 1.108427 -0.915302 0.0 0.1 -0.1

=====

14
Properties=species:S:1:pos:R:3:forces:R:3 method="wB97M-V/def2-TZVPD" smiles=C#CCC1CC1 molar_mass_g_mol=80.130 relative_energy_ev=1.874 e_tot_ha=-233.31812 orbital_gap_ev=11.102 homo_energy_ha=-0.364 total_charge=0
C -0.281445 -0.036858 2.805299 0.1 -0.2 -0.4
C -0.007097 -0.530110 1.741371 -0.1 0.2 0.4
C 0.350630 -1.078313 0.427799 0.1 0.0 0.0
C -0.368301 -0.398540 -0.741207 -0.1 -0.1 0.0
C 0.397094 0.507389 -1.666012 0.1 0.0 -0.2
C -0.617277 1.080360 -0.722131 -0.1 0.1 0.1
H -0.532840 0.399491 3.746449 0.0 -0.1 -0.2
H 1.437808 -0.992893 0.305089 -0.2 0.0 0.0
H 0.130377 -2.151773 0.415222 0.0 0.2 0.0
H -1.148756 -1.003213 -1.196637 0.1 0.1 0.1
H 0.169704 0.484273 -2.727768 0.0 0.0 0.2
H 1.446796 0.674140 -1.435578 -0.2 0.0 0.0
H -0.262318 1.630377 0.145315 0.0 -0.1 -0.1
H -1.555195 1.444662 -1.131295 0.2 -0.1 0.1

=====

28
Properties=species:S:1:pos:R:3:forces:R:3 method="wB97M-V/def2-TZVPD" molar_mass_g_mol=208.174 e_tot_ha=-972.59994 orbital_gap_ev=10.998 homo_energy_ha=-0.555 total_charge=+1
C 0.458161 0.256185 -2.723046 0.0 -0.1 0.1
C -0.227457 -0.821390 -1.884890 0.1 -0.2 -0.4
C 0.153716 1.527959 -1.939760 0.0 0.1 -1.0
C -0.266749 -0.288863 -0.494932 0.7 -1.1 0.2
C -0.576606 1.995945 0.360791 -0.7 0.5 0.6
C 1.664473 1.264516 -0.050929 1.1 -0.1 0.4
C -1.246277 -2.810490 3.107036 -0.5 -0.3 0.8
N 0.262687 1.141904 -0.502707 0.0 0.3 0.1
O 0.244726 -0.244828 2.642181 0.0 0.1 0.4
O 1.098349 -1.305000 0.422393 -0.8 0.5 -0.4
O -1.157038 -0.557122 0.358271 0.1 -0.4 0.8
O -0.481437 -2.626172 1.908670 0.5 0.3 -0.5
P 0.136488 -1.246174 1.601255 -0.5 0.1 -0.8
H 1.530504 0.079177 -2.793966 0.0 0.0 0.0
H 0.056888 0.302191 -3.733275 0.0 0.1 0.0
H -1.263879 -0.990362 -2.194193 0.0 0.1 0.1
H 0.276908 -1.786849 -1.910341 -0.1 0.0 0.1
H 0.835589 2.346513 -2.165773 -0.1 0.0 0.2
H -0.870993 1.853498 -2.130839 0.0 0.0 0.1
H -1.628623 1.867632 0.110674 0.1 0.0 -0.1
H -0.433747 1.714447 1.403741 0.1 0.0 -0.1
H -0.290175 3.036117 0.219978 0.1 -0.1 -0.1
H 1.982326 2.298313 -0.170549 -0.2 0.0 -0.1
H 1.742153 0.982228 0.996849 -0.1 0.1 -0.1
H 2.308688 0.608301 -0.629353 -0.1 0.0 0.0
H -2.136868 -2.183736 3.083465 0.0 -0.1 -0.1
H -0.649012 -2.551014 3.981168 0.0 -0.1 -0.1
H -1.522797 -3.862927 3.128078 0.0 0.2 0.0

=====

132
Properties=species:S:1:pos:R:3:forces:R:3 method="wB97M-V/def2-TZVPD" molar_mass_g_mol=829.734 e_tot_ha=-5088.12539 orbital_gap_ev=7.255 homo_energy_ha=-0.409 total_charge=+1
C 2.664717 1.239850 1.769189 -1.3 0.2 1.0
C 3.225096 1.061485 0.737615 1.3 -0.5 -1.5
C 3.848741 0.630292 -0.536068 -0.7 0.3 0.7
C 2.719984 -0.074918 -1.352374 0.7 0.6 -0.4
C 2.028284 0.943998 -2.303918 -0.3 -1.0 -0.7
C 0.577337 1.257583 -1.914630 -0.5 0.6 2.3
C -0.521406 0.168408 -2.096904 0.3 -0.3 -0.4
Br -2.022407 0.458808 -0.809540 0.2 0.2 -0.1
C -0.190611 -1.318510 -1.865447 -0.4 0.3 -1.3
C 0.646141 -2.010325 -2.966402 0.0 -1.2 1.0
C 1.334100 -3.264053 -2.324674 -0.6 -0.1 0.1
C 0.384563 -4.024577 -1.473898 -0.6 0.7 0.6
C -0.460048 -4.302815 -0.652511 0.8 0.1 -0.5
C -1.043339 0.627067 -3.465879 -0.4 0.6 -0.4
O -1.636540 -0.020416 -4.448687 -0.2 -0.3 1.5
B -2.612110 -1.017229 -4.112138 -0.6 -1.4 -0.7
O -3.666901 -0.825569 -3.283788 0.9 0.5 0.4
O -2.483859 -2.229998 -4.720945 0.7 0.6 0.2
N -0.814187 1.885577 -3.664829 0.3 0.5 -0.1
C -1.225213 2.599379 -4.868240 -1.0 0.5 -1.1
C -2.730708 3.027466 -4.892424 -0.1 0.2 0.6
C -3.560261 2.643114 -3.650606 -0.9 0.4 -0.3
C -4.759990 3.618368 -3.402486 -0.1 -0.9 0.3
C -6.105821 2.865624 -3.175333 0.1 0.9 0.3
C -6.551889 2.823590 -1.695673 -0.2 -0.7 0.7
C -6.940668 1.400905 -1.223753 -0.5 0.5 -1.2
O -7.972961 1.439072 -0.256361 0.6 -0.4 0.3
C -7.739228 0.569851 0.838748 -0.1 0.0 0.7
C -0.083537 2.516692 -2.537890 2.2 1.0 0.5
O -0.905780 3.240156 -1.651928 -0.8 -0.5 -0.3
C 0.965073 3.589133 -2.932801 -0.2 -0.8 -0.8
C 1.748822 4.114958 -1.700453 0.3 0.0 -0.8
C 1.818153 5.655112 -1.638188 1.0 -0.7 1.1
C 3.002403 6.053585 -0.711042 -0.2 0.3 -0.1
H 1.953378 1.329968 2.558245 0.3 0.2 0.2
H 4.688960 -0.033668 -0.323089 -0.1 0.0 0.0
H 4.230424 1.522408 -1.041896 0.1 -0.3 -0.1
H 3.179410 -0.872912 -1.943277 -0.2 0.0 0.2
H 2.032990 -0.483926 -0.612150 0.0 -0.2 -0.3
H 2.671503 1.822390 -2.305270 -0.6 0.2 0.0
H 2.031034 0.582826 -3.344490 0.2 0.0 0.2
H 0.623294 1.443655 -0.828158 0.0 0.0 -0.2
H 0.213732 -1.449194 -0.859875 0.1 0.2 -0.2
H -1.151335 -1.843693 -1.840817 0.2 0.0 0.1
H 1.441103 -1.396460 -3.388086 -0.3 0.0 -0.2
H -0.028970 -2.424606 -3.722273 0.2 0.5 -0.2
H 2.109911 -2.861530 -1.665394 0.2 -0.5 -0.1
H 1.737481 -3.945392 -3.076342 0.3 0.3 0.0
H -1.127925 -4.497294 0.155641 -0.1 -0.3 -0.1
H -3.753291 -1.626523 -2.747813 -0.6 0.0 -0.2
H -1.606921 -2.291952 -5.122410 -0.2 -0.3 -0.3
H -1.040264 2.001161 -5.764681 0.2 -0.3 0.4
H -0.633569 3.501612 -5.018745 0.2 -0.3 0.5
H -3.238134 2.614676 -5.770084 0.3 0.0 0.1
H -2.771504 4.114916 -5.023037 0.1 -0.2 0.1
H -2.996531 2.612247 -2.715840 0.2 -0.1 -0.3
H -4.013537 1.664463 -3.837142 0.3 -0.1 0.3
H -4.550377 4.154351 -2.470087 0.0 0.4 -0.4
H -4.887078 4.331785 -4.221383 0.2 -0.1 0.1
H -6.871858 3.436637 -3.711174 0.0 -0.4 -0.1
H -6.064587 1.853034 -3.593103 0.0 0.2 0.0
H -5.796129 3.206378 -0.995554 0.0 0.1 -0.3
H -7.446764 3.433762 -1.532829 0.2 0.0 -0.1
H -7.363380 0.902236 -2.114841 0.2 -0.2 0.2
H -6.061405 0.832283 -0.892643 -0.1 0.1 0.1
H -8.696310 0.196147 1.218660 0.1 0.2 -0.1
H -7.147490 -0.318233 0.574177 -0.1 0.2 -0.2
H -7.235075 1.099736 1.670389 -0.1 -0.2 -0.4
H -0.831322 2.876759 -0.762219 -0.2 -0.1 -0.1
H 1.637467 3.149516 -3.686028 0.0 0.2 0.2
H 0.459945 4.412754 -3.450934 -0.1 -0.1 0.3
H 1.380807 3.678582 -0.765412 0.0 0.3 -0.1
H 2.785541 3.764836 -1.791235 -0.2 0.0 0.0
H 0.892996 6.039835 -1.201172 0.0 0.2 -0.6
H 2.046802 6.054316 -2.629911 -0.5 0.0 0.0
H 2.680677 6.173714 0.328727 0.0 -0.1 -0.1
H 3.811237 5.314669 -0.716127 -0.2 0.1 -0.1
H 3.437148 7.005056 -1.034821 -0.1 -0.1 0.2
C 5.276736 4.665540 2.538473 -0.2 -0.2 -0.1
O 5.140849 3.771793 1.436849 0.0 0.1 -0.1
H 6.136723 5.304741 2.355663 0.0 0.0 -0.1
H 4.382480 5.287229 2.635976 0.1 0.1 0.1
H 5.436645 4.105958 3.463286 0.0 0.1 0.1
H 4.378165 3.211232 1.609726 0.0 -0.1 0.0
C 4.629179 -0.666439 4.311594 -0.3 0.0 -0.2
O 3.319738 -1.020115 4.755523 0.1 0.0 0.1
H 5.339772 -0.911991 5.095797 -0.1 0.0 0.1
H 4.879768 -1.229710 3.408314 0.2 0.1 0.0
H 4.676852 0.405944 4.107938 0.2 0.0 0.0
H 2.708481 -0.795838 4.049412 0.0 -0.1 0.0
C 2.807209 -6.102808 1.413490 -0.2 0.1 -0.1
O 2.754047 -4.893234 0.663110 0.1 0.1 -0.1
H 3.811026 -6.225091 1.814049 0.0 0.1 -0.1
H 2.092492 -6.060365 2.237072 0.0 -0.2 0.0
H 2.573237 -6.950113 0.763502 0.0 -0.2 0.2
H 1.855781 -4.818633 0.323020 0.0 0.1 0.0
C 1.794292 -8.062182 -1.949803 0.3 0.3 0.1
O 2.971927 -7.387128 -2.385112 -0.1 0.0 -0.1
H 1.489914 -8.757517 -2.728010 0.1 0.0 0.0
H 2.000161 -8.617203 -1.031006 -0.2 -0.1 0.0
H 0.992925 -7.337351 -1.778384 -0.1 -0.2 0.1
H 3.229537 -6.776040 -1.686973 0.1 0.0 0.0
C -5.227664 -0.068923 3.619331 -0.2 0.2 0.3
O -5.966095 1.130074 3.825464 0.1 -0.1 -0.1
H -5.065430 -0.194029 2.550371 -0.1 0.1 0.0
H -4.261432 -0.006164 4.127179 0.1 -0.2 -0.1
H -5.792179 -0.922856 4.002219 0.2 -0.1 -0.1
H -6.098050 1.217937 4.773880 -0.1 0.1 0.0
C -0.510637 -5.854929 3.632278 -0.4 -0.3 -0.1
O -0.614789 -6.647142 2.444759 0.1 0.2 -0.1
H 0.339517 -5.184802 3.527007 0.0 -0.1 0.0
H -1.421284 -5.264622 3.768962 0.1 0.1 0.1
H -0.353607 -6.498062 4.496220 0.1 0.2 0.1
H -1.368524 -7.233040 2.556671 0.0 0.0 0.0
C -3.303902 5.281835 0.738370 0.1 -0.1 -0.3
O -2.840396 5.875223 -0.470224 0.0 0.0 0.1
H -3.574850 6.077263 1.427314 0.0 0.0 0.0
H -4.183212 4.660778 0.545177 0.0 0.0 0.2
H -2.515397 4.670808 1.189715 -0.1 0.0 0.1
H -2.605377 5.159523 -1.068666 0.1 0.1 -0.1
C 7.528156 -0.106991 7.691436 -0.3 0.0 0.1
O 6.392543 0.634737 7.253886 0.1 0.0 -0.1
H 8.367178 0.142629 7.046706 -0.1 0.0 0.0
H 7.778390 0.154487 8.722262 0.1 -0.1 0.0
H 7.330598 -1.180123 7.623444 0.2 0.0 0.0
H 5.660560 0.403534 7.832588 0.0 0.1 0.0
C 2.930150 -6.961251 6.138073 -0.1 -0.2 -0.2
O 1.593033 -7.218045 5.714271 0.1 0.1 0.0
H 2.914241 -6.116581 6.821955 -0.1 0.0 0.0
H 3.338454 -7.833094 6.654315 0.1 0.1 0.0
H 3.559810 -6.715279 5.279092 0.1 0.0 0.1
H 1.624182 -7.966548 5.111218 -0.1 0.0 0.0

=====

139
Properties=species:S:1:pos:R:3:forces:R:3 method="wB97M-V/def2-TZVPD" molar_mass_g_mol=867.224 e_tot_ha=-3479.41287 orbital_gap_ev=7.768 homo_energy_ha=-0.281 total_charge=0
C 1.915197 -4.022967 -2.124247 -0.3 -0.1 -0.2
C 3.140748 -3.274410 -1.471971 0.1 -1.4 -1.3
O 2.790664 -2.527221 -0.261796 1.3 0.9 -1.1
B 3.790562 -1.548293 -0.053736 0.2 -0.7 0.4
O 5.148333 -1.918291 -0.292223 -1.4 0.7 -0.7
C 3.448113 -0.019491 0.401896 0.4 -1.3 0.6
C 3.174045 0.665367 -0.996044 0.7 0.0 0.5
C 3.298049 2.243568 -1.002733 0.8 -0.7 -1.5
O 2.104578 2.779591 -1.593147 0.6 0.7 1.5
C 1.324540 3.573425 -0.691238 -1.7 -0.2 -0.4
C -0.164456 3.016117 -0.806241 2.1 1.5 0.3
O -0.093188 1.645846 -0.388764 -1.8 0.2 -0.7
C -1.244550 0.918026 -0.657476 -2.1 -2.3 0.1
C -1.384522 -0.362536 0.071445 -1.3 0.5 -1.2
C -2.522327 -1.263164 -0.143290 -0.1 1.9 -1.3
C -3.575939 -0.913781 -1.105491 1.4 1.3 -0.2
C -4.814671 -1.818363 -1.451645 -0.5 0.9 0.6
C -5.140846 -1.671684 -2.991660 -0.3 0.5 0.2
C -6.069818 -1.153849 -0.667988 1.5 -0.8 0.1
C -4.713201 -3.300724 -0.929659 0.0 -0.3 -0.9
C -3.882095 -4.293704 -1.840420 0.6 -1.6 0.7
C -4.739159 -4.921337 -3.044309 1.4 1.3 -0.3
C -3.538968 -5.573227 -0.885685 -1.2 0.1 -0.6
C -2.473725 -3.723515 -2.349120 -0.4 -0.8 0.7
C -3.466127 0.384499 -1.802411 2.1 -0.3 1.5
C -2.320242 1.281741 -1.580971 -0.1 -1.4 0.7
C 4.741822 0.343798 1.216903 -1.7 -0.4 0.9
O 5.772591 0.887541 0.899585 -0.6 -0.3 0.2
N 4.452828 -0.193040 2.521855 0.4 0.6 0.0
C 3.047815 -0.378613 2.897855 -0.9 -1.6 -1.7
C 2.526391 0.266798 4.235437 -0.2 -0.6 0.6
Cl 3.594359 1.658855 4.827339 -0.4 -0.4 -0.5
C 2.421696 -0.759565 5.441979 -0.9 1.5 0.4
C 1.587947 -0.022574 6.591371 0.2 0.1 -0.3
C 2.328970 0.053304 1.521007 1.1 1.9 0.5
N 2.035004 1.488149 1.747516 -1.0 -0.2 -1.2
H 2.131166 -5.121910 -2.274824 -0.1 1.2 0.3
H 0.992863 -3.950205 -1.497143 0.8 0.0 -0.6
H 1.664353 -3.611192 -3.144866 0.3 -0.2 1.1
H 3.938810 -4.043500 -1.277496 -0.7 0.9 0.2
H 3.573107 -2.594554 -2.265225 -0.5 -0.4 1.0
H 5.387951 -1.705998 -1.214887 0.2 -0.2 0.7
H 2.184942 0.328771 -1.424481 0.9 0.6 0.7
H 3.953553 0.248923 -1.708732 -0.7 0.5 0.7
H 3.588972 2.693715 -0.022192 -0.7 -0.5 -0.7
H 4.137620 2.494099 -1.719262 -0.9 -0.2 0.8
H 1.322115 4.644489 -1.019298 -0.1 -0.9 0.3
H 1.650797 3.544668 0.375696 0.0 -0.3 -1.0
H -0.780502 3.644854 -0.105544 0.1 -0.8 -0.8
H -0.438993 3.155901 -1.887735 0.0 -0.4 1.1
H -0.587888 -0.640818 0.795515 -0.8 0.2 -0.7
H -2.618771 -2.243726 0.385909 0.5 1.2 -0.4
H -5.686335 -0.687188 -3.115308 0.6 -1.0 0.0
H -4.247454 -1.609468 -3.662242 -0.7 -0.4 0.6
H -5.844306 -2.459794 -3.356003 0.8 0.6 0.4
H -6.965716 -1.190654 -1.335129 0.5 0.1 0.9
H -6.192394 -1.760924 0.271755 -0.3 0.9 -1.0
H -5.762959 -0.112687 -0.380000 -0.7 -0.9 -0.4
H -4.332838 -3.342167 0.130688 -0.3 0.3 -1.1
H -5.764147 -3.722246 -0.880190 1.0 0.5 0.0
H -5.832963 -4.702610 -2.953389 0.9 -0.5 0.0
H -4.343920 -4.415908 -3.976869 -0.8 -0.6 0.8
H -4.490935 -6.007160 -3.149916 -0.5 0.8 0.2
H -2.860184 -6.334796 -1.387778 -0.8 1.4 0.8
H -4.525255 -6.110867 -0.717077 1.0 0.6 0.0
H -3.191678 -5.248834 0.130503 0.1 -0.3 -0.9
H -2.518913 -2.732339 -2.862794 0.0 -0.8 0.5
H -2.024152 -4.490612 -3.033557 -0.5 0.8 0.5
H -1.800772 -3.692435 -1.441031 -0.5 0.3 -1.1
H -4.226074 0.747709 -2.540175 0.8 -0.6 0.9
H -2.281649 2.245683 -2.144635 -0.1 -1.1 0.6
H 5.114145 0.030813 3.262366 -0.2 0.0 -0.4
H 2.704066 -1.452578 3.008347 1.1 0.6 0.2
H 1.500028 0.722126 4.142618 1.2 -0.5 -0.3
H 1.794780 -1.635073 5.119965 0.9 0.7 0.1
H 3.434572 -1.037241 5.830624 -1.1 -0.1 -0.6
H 1.024608 -0.748894 7.228730 0.7 0.7 -0.4
H 2.250340 0.645982 7.211553 -0.6 -0.9 -0.5
H 0.805532 0.665021 6.152122 0.8 -0.8 0.3
H 1.452346 -0.547283 1.175034 0.5 0.7 0.8
H 1.161327 1.647889 2.243785 0.4 0.1 -0.1
H 2.819532 1.990929 2.157179 -0.3 -0.4 0.1
O 3.338040 4.740159 1.930759 0.1 -0.2 0.2
H 3.181422 4.130885 2.663343 0.0 0.1 0.0
H 4.278856 4.943705 1.991797 -0.1 0.1 -0.1
O 1.171038 6.410000 0.529315 -0.2 -0.1 0.1
H 1.627664 5.753579 1.073048 0.1 0.2 0.0
H 1.857542 6.739036 -0.064262 0.0 0.1 0.2
O 1.843572 6.659658 -3.103391 0.0 -0.2 0.1
H 1.889943 5.729344 -2.850004 0.0 0.1 0.0
H 1.222442 6.669202 -3.842815 0.2 0.1 -0.1
O -0.953090 -6.434928 -2.310685 0.5 -0.5 -0.1
H -0.450483 -7.060068 -1.767383 0.1 0.1 0.1
H -0.295864 -6.081900 -2.922013 -0.1 0.0 0.0
O 0.131683 -3.542274 0.462611 0.0 -0.2 0.3
H -0.005497 -4.116862 1.227371 0.0 0.3 0.1
H 1.086673 -3.380929 0.461186 -0.1 0.2 -0.1
O -2.340717 2.713040 2.355102 0.1 0.0 -0.1
H -2.763634 3.260574 1.681217 0.1 0.0 -0.1
H -1.851586 2.055424 1.844670 -0.1 0.0 0.0
O 5.400946 -1.801013 6.163814 0.3 0.1 0.1
H 5.702068 -1.547221 7.044239 0.0 -0.1 0.0
H 5.936202 -1.262223 5.569242 0.0 -0.1 0.0
O -2.227911 -9.003711 -0.667703 -0.1 0.0 -0.1
H -2.126524 -8.368832 -1.387475 0.0 -0.1 0.0
H -3.178278 -9.025576 -0.508981 0.1 0.0 0.0
O 1.722045 5.916264 -6.175494 0.1 -0.1 0.0
H 2.177147 5.260294 -5.635004 0.0 0.0 -0.1
H 2.408397 6.245682 -6.770861 -0.1 0.1 0.0
O -3.460932 4.470813 -0.061316 -0.2 0.1 0.0
H -3.316666 5.113067 -0.765489 0.1 0.0 0.1
H -4.414778 4.489539 0.079459 0.1 -0.1 0.0
O 2.364606 7.721416 -8.676403 -0.2 0.1 0.0
H 2.515689 8.358529 -9.383100 0.1 -0.1 0.1
H 1.410634 7.745926 -8.535673 0.1 -0.1 0.0
O 3.279329 8.460639 0.815620 0.0 0.1 -0.1
H 2.728278 9.064741 0.305411 0.1 0.0 0.0
H 2.765174 8.295067 1.617557 0.1 0.0 0.0
O 0.343540 -6.950433 0.205033 0.0 0.2 0.2
H 0.525266 -7.097027 1.139657 0.0 -0.2 -0.1
H -0.310459 -6.238847 0.201970 0.1 0.0 -0.1
O -1.028625 0.363706 8.099523 -0.3 0.2 0.1
H -1.906860 0.531217 7.738269 0.1 -0.1 0.0
H -0.895489 1.079338 8.731572 0.0 -0.1 0.0
O 3.176001 8.872308 3.913460 0.1 -0.1 0.1
H 3.019501 8.260082 4.641468 -0.1 0.1 -0.1
H 4.117064 9.073055 3.973379 -0.1 0.0 -0.1
O 0.606711 -4.101680 3.398452 0.2 -0.1 0.1
H 0.468754 -4.676279 4.160669 -0.1 0.1 -0.1
H 1.558243 -3.941021 3.395887 -0.1 0.0 0.0
O 5.405987 4.592537 -2.448154 -0.1 0.1 0.1
H 5.576629 4.423502 -1.514462 0.0 0.0 -0.1
H 4.791267 5.336353 -2.442819 0.1 0.0 -0.1
O -5.911829 -2.592748 -5.744299 -0.2 0.1 -0.3
H -5.811434 -1.958626 -6.463562 0.0 -0.1 0.0
H -6.862162 -2.614363 -5.583308 0.1 0.0 0.0
O -7.591779 -0.586380 1.852610 -0.3 0.2 0.2
H -8.521728 -0.415705 2.040909 0.1 -0.1 0.0
H -7.171167 0.275783 1.949504 0.1 -0.1 0.0